Formula: C8H9O4PS
Source: the OMol25 dataset
Level of theory: the ωB97M-V functional and the def2-TZVPD basis

Last columns: bonded neighbours and bond lengths (Å).
Atoms and positions in Å:
1 C 3.4655 1.3429 -1.4299  O2 1.457, H15 1.089, H16 1.172, H17 1.067
2 O 3.4388 1.8444 -0.0624  C1 1.457, C3 1.541
3 C 3.3275 0.6441 0.8977  O2 1.541, O4 1.247, P5 2.073, H18 1.089
4 O 4.2869 -0.1510 0.8569  C3 1.247
5 P 1.7066 -0.4960 0.2896  C3 2.073, O6 1.505, O7 1.476, S8 2.589
6 O 2.1288 -1.6769 -0.5420  P5 1.505
7 O 0.9475 -0.7975 1.5187  P5 1.476
8 S -0.1694 0.6903 -1.0423  P5 2.589, C9 1.670
9 C -1.5128 -0.0222 -0.3512  S8 1.670, C10 1.503, C14 1.362
10 C -2.6640 0.8961 -0.0524  C9 1.503, C11 1.393, H19 1.100
11 C -3.8697 0.3634 0.3982  C10 1.393, C12 1.345, H20 1.111
12 C -3.9858 -0.9564 0.6320  C11 1.345, C13 1.380, H21 1.005
13 C -2.9677 -1.8426 0.3443  C12 1.380, C14 1.456, H22 1.109
14 C -1.6769 -1.3544 -0.1193  C9 1.362, C13 1.456, H23 1.151
15 H 4.0387 0.4177 -1.3918  C1 1.089
16 H 4.1881 2.1389 -1.8977  C1 1.172
17 H 2.4980 1.3050 -1.8773  C1 1.067
18 H 2.9299 0.9718 1.8569  C3 1.089
19 H -2.5806 1.9929 -0.0710  C10 1.100
20 H -4.6215 1.0878 0.7777  C11 1.111
21 H -4.8422 -1.2977 1.0325  C12 1.005
22 H -3.1490 -2.9117 0.5781  C13 1.109
23 H -0.9166 -2.1889 -0.3451  C14 1.151

## Properties
total charge = -2
E_LUMO = 5.6 eV
Kohn-Sham gap = 5.45 eV
calculated total energy = -1350.7348 Eh
HOMO = 0.10 eV